1.
DFT (the ωB97M-V functional and the def2-TZVPD basis) results for a cluster of 2 separate species, C9H11O3 in total at a distorted geometry.

## Properties
E_tot (Ha): -575.17377
Lowest unoccupied orbital energy (alpha / beta) (eV): 6.263 / 6.156
2S+1: 2
<S²>: 0.763
Energy above the lowest of the compared OMol25 structures with the same formula, charge and spin (kcal per mole): 20.4
HOMO-LUMO gap (alpha / beta) (eV): 2.550 / 6.148
HOMO energy (alpha / beta) (eV): 3.71 / 0.01
Charge: -2

The geometry in XYZ format:
```
23
Properties=species:S:1:pos:R:3:lowdin_charge:R:1
C -3.73 0.33 -1.88 -0.138
C 0.44 0.46 -1.05 -0.405
C -0.05 1.02 -2.26 -0.121
C -0.33 -0.30 -0.20 -0.077
C -1.44 0.88 -2.61 -0.163
C -1.79 -0.29 -0.46 -0.141
C -2.23 0.26 -1.65 -0.419
O 1.76 0.78 -0.83 -0.045
H 2.16 0.53 0.03 0.043
H 0.73 1.64 -2.70 0.052
H -0.02 -0.80 0.71 0.062
H -1.88 1.34 -3.48 0.044
H -2.40 -0.56 0.39 0.054
H -4.04 0.68 -2.87 0.040
H -4.24 1.11 -1.29 0.047
H -4.26 -0.55 -1.53 0.038
C 3.36 -0.92 3.75 -0.051
C 2.64 -0.97 2.30 -0.745
O 1.93 -1.94 2.07 -0.057
O 2.93 0.06 1.63 -0.099
H 4.21 -1.60 3.67 0.037
H 2.60 -1.25 4.39 0.018
H 3.64 0.10 3.87 0.028
```

2.
DFT (the ωB97M-V functional and the def2-TZVPD basis) results for the molecule H2P4S3 at a distorted geometry.

## Properties
E_tot (Ha): -2561.12874
Lowest unoccupied orbital energy (alpha / beta) (eV): -3.052 / -3.134
Energy above the lowest of the compared OMol25 structures with the same formula, charge and spin (kcal per mole): 71.7
HOMO-LUMO gap (alpha / beta) (eV): 3.930 / 3.747
HOMO energy (alpha / beta) (eV): -6.98 / -6.88

The geometry in XYZ format:
```
9
Properties=species:S:1:pos:R:3:lowdin_charge:R:1
P 1.10 0.62 -0.96 -0.083
P -2.04 -0.58 0.27 0.271
P 0.01 -1.18 -0.36 0.018
P 0.23 0.50 2.60 0.218
S 2.82 -0.18 -1.72 -0.188
S -1.49 1.06 1.73 0.008
S 0.87 -1.23 1.63 0.027
H 0.61 0.59 -2.21 -0.208
H -2.10 0.41 -0.97 -0.065
```

3.
DFT (the ωB97M-V functional and the def2-TZVPD basis) results for the molecule C7H12OS2 at a distorted geometry.

## Properties
E_tot (Ha): -1145.37027
Lowest unoccupied orbital energy (eV): -0.038
Energy above the lowest of the compared OMol25 structures with the same formula, charge and spin (kcal per mole): 92.7
HOMO-LUMO gap (eV): 7.474
HOMO energy (eV): -7.51

The geometry in XYZ format:
```
22
Properties=species:S:1:pos:R:3:lowdin_charge:R:1
C 2.74 -0.88 -1.83 -0.335
C 1.38 -1.55 -2.05 -0.484
C 2.70 0.69 -1.91 -0.696
C -0.09 0.36 -0.85 -0.465
C -2.93 1.10 1.77 -0.130
C -1.72 0.38 2.19 -0.277
C -0.58 1.01 1.42 -0.207
O -0.51 1.19 -0.03 -0.139
S 0.40 -1.27 -0.52 0.852
S 2.31 1.48 -3.23 0.703
H 3.25 -1.28 -0.91 0.114
H 3.31 -1.13 -2.68 0.071
H 0.80 -1.28 -2.96 0.091
H 1.49 -2.68 -1.94 0.081
H 2.93 1.28 -1.00 0.053
H -3.75 0.45 2.22 0.097
H -3.09 2.05 2.33 0.094
H -2.93 1.09 0.69 0.084
H -1.83 -0.69 1.93 0.119
H -1.52 0.33 3.28 0.129
H -0.51 2.09 1.63 0.134
H 0.34 0.59 1.79 0.110
```

4.
DFT (the ωB97M-V functional and the def2-TZVPD basis) results for a cluster of 15 separate species, C15H60N30O15 in total at a distorted geometry.

## Properties
E_tot (Ha): -3379.17402
Lowest unoccupied orbital energy (alpha / beta) (eV): 1.048 / 1.016
2S+1: 2
<S²>: 0.750
Energy above the lowest of the compared OMol25 structures with the same formula, charge and spin (kcal per mole): 93.3
HOMO-LUMO gap (alpha / beta) (eV): 1.501 / 7.437
HOMO energy (alpha / beta) (eV): -0.45 / -6.42
Charge: -1

The geometry in XYZ format:
```
120
Properties=species:S:1:pos:R:3:lowdin_charge:R:1
C -0.58 3.79 0.02 -0.761
O 0.04 2.76 -0.15 0.009
N -0.22 4.92 0.57 0.177
N -1.74 3.99 -0.50 0.171
H -0.87 5.46 1.12 0.115
H 0.78 4.98 0.72 0.111
H -2.42 4.59 -0.05 0.124
H -1.99 3.16 -1.03 0.031
C 3.64 -3.41 -2.28 -0.840
O 3.17 -3.22 -3.36 0.032
N 4.85 -3.90 -2.01 0.147
N 2.90 -3.21 -1.26 0.172
H 5.30 -3.80 -1.11 -0.002
H 5.39 -4.34 -2.74 0.094
H 2.12 -2.56 -1.27 0.085
H 3.32 -3.25 -0.34 0.012
C -4.84 -3.13 -0.06 -0.785
O -4.73 -4.34 -0.11 0.042
N -5.64 -2.39 -0.76 0.146
N -4.15 -2.32 0.72 0.159
H -6.03 -1.52 -0.45 0.113
H -6.06 -3.04 -1.41 0.121
H -4.41 -1.35 0.65 0.040
H -3.44 -2.59 1.39 0.065
C 4.14 -0.38 0.15 -0.715
O 3.82 0.80 -0.14 -0.060
N 3.66 -1.13 1.13 0.165
N 5.07 -1.15 -0.46 0.104
H 2.85 -0.84 1.66 0.083
H 4.22 -1.94 1.33 0.013
H 5.52 -0.68 -1.23 0.077
H 5.45 -1.94 0.04 -0.026
C -1.69 3.76 -4.29 -0.820
O -1.47 4.33 -5.33 0.026
N -2.83 3.61 -3.80 0.175
N -0.68 3.35 -3.54 0.192
H -2.99 3.08 -2.96 0.059
H -3.67 3.93 -4.27 0.124
H 0.20 3.67 -3.91 0.059
H -0.86 2.74 -2.75 0.071
C 0.11 -0.81 0.41 -0.752
O 0.69 -1.86 0.51 0.027
N -0.87 -0.30 1.08 0.199
N 0.38 0.00 -0.62 0.202
H -1.25 0.59 0.82 0.082
H -1.45 -0.98 1.55 0.083
H 0.15 0.98 -0.55 0.045
H 0.83 -0.37 -1.44 0.094
C 2.74 3.30 -3.13 -0.778
O 1.93 3.88 -3.81 0.022
N 2.46 2.71 -2.01 0.221
N 3.97 3.18 -3.53 0.163
H 1.50 2.78 -1.69 0.076
H 3.06 2.03 -1.56 0.060
H 4.61 2.74 -2.89 0.100
H 4.13 3.04 -4.52 0.108
C -3.09 0.66 -1.61 -0.645
O -2.29 1.62 -1.46 -0.079
N -4.16 0.71 -2.34 0.207
N -2.76 -0.59 -1.23 0.220
H -4.22 1.65 -2.70 0.109
H -4.69 -0.13 -2.51 0.123
H -1.92 -0.88 -0.75 0.078
H -3.37 -1.23 -1.71 0.098
C 2.38 2.06 3.03 -0.871
O 2.27 0.90 3.33 0.027
N 2.32 2.50 1.89 0.208
N 2.53 3.00 3.92 0.162
H 2.10 1.89 1.11 0.094
H 2.52 3.47 1.66 0.119
H 2.37 3.96 3.67 0.102
H 2.73 2.76 4.89 0.115
C -2.01 -2.06 3.93 -0.787
O -2.14 -2.57 2.84 0.025
N -2.54 -0.89 4.19 0.182
N -1.21 -2.47 4.82 0.202
H -3.06 -0.42 3.47 0.070
H -2.55 -0.55 5.15 0.096
H -1.21 -1.98 5.70 0.121
H -0.72 -3.32 4.60 0.131
C 2.80 -0.24 -4.02 -0.851
O 1.77 -0.72 -3.62 0.043
N 3.91 -0.22 -3.37 0.197
N 2.86 0.33 -5.14 0.179
H 3.88 -0.57 -2.42 0.073
H 4.78 0.11 -3.77 0.111
H 3.70 0.64 -5.61 0.109
H 2.03 0.55 -5.67 0.130
C -4.07 1.36 2.05 -0.760
O -4.28 0.19 1.77 0.021
N -4.39 1.94 3.17 0.185
N -3.52 2.20 1.24 0.192
H -4.32 2.94 3.26 0.115
H -4.97 1.55 3.89 0.128
H -3.13 3.04 1.64 0.088
H -3.35 2.00 0.26 0.078
C -1.64 -4.13 -2.01 -0.767
O -2.68 -4.61 -2.53 -0.005
N -0.58 -3.91 -2.66 0.177
N -1.46 -3.57 -0.82 0.181
H -0.70 -3.85 -3.66 0.129
H 0.35 -3.88 -2.28 0.108
H -2.27 -3.83 -0.28 0.087
H -0.53 -3.35 -0.49 0.082
C -1.26 2.68 4.69 -0.772
O -1.64 3.69 5.23 0.032
N -0.92 1.57 5.26 0.174
N -1.14 2.60 3.32 0.169
H -0.12 1.14 4.81 0.112
H -1.15 1.68 6.24 0.125
H -1.06 1.71 2.84 0.081
H -1.22 3.53 2.93 0.083
C 2.15 -5.14 2.07 -0.816
O 2.11 -6.16 2.74 -0.008
N 1.92 -3.98 2.59 0.178
N 2.88 -5.09 1.00 0.150
H 1.45 -3.92 3.48 0.101
H 1.60 -3.39 1.83 0.067
H 3.29 -6.00 0.84 0.109
H 3.52 -4.36 0.74 0.019
```

5.
DFT (the ωB97M-V functional and the def2-TZVPD basis) results for a cluster of 6 separate species, C32H64IN2O15 in total at a distorted geometry.

## Properties
E_tot (Ha): -2792.71064
Lowest unoccupied orbital energy (eV): -5.502
HOMO-LUMO gap (eV): 4.898
HOMO energy (eV): -10.40
Charge: +1

The geometry in XYZ format:
```
114
Properties=species:S:1:pos:R:3:lowdin_charge:R:1
C -3.60 0.40 -2.25 -0.028
C -2.54 -0.76 -1.84 -0.336
N -1.91 -0.55 -0.68 0.128
C -2.29 -2.08 -2.70 -0.055
C -1.73 -1.83 -4.17 0.016
C -0.35 -1.09 -4.39 0.048
C 0.52 -0.50 -3.15 -0.106
O 0.52 0.94 -3.29 -0.189
O -0.64 1.48 -2.83 -0.028
C 0.23 -0.87 -5.81 0.042
C 1.62 -0.18 -6.15 -0.323
O 1.85 0.08 -7.37 0.097
O 2.65 0.12 -5.23 0.043
C -0.59 -1.42 -7.02 0.093
C -1.94 -2.10 -6.71 0.016
N -2.46 -2.29 -5.36 -0.034
C -3.78 -3.00 -5.27 -0.125
C -4.96 -1.92 -5.44 -0.703
O -5.51 -1.44 -4.44 -0.015
I -5.47 -1.30 -7.49 0.855
H -4.57 -0.15 -2.52 0.068
H -3.83 1.00 -1.29 0.100
H -3.19 1.06 -3.08 0.070
H -1.27 -1.35 -0.50 0.054
H -1.51 -2.72 -2.12 0.142
H -3.26 -2.69 -2.67 0.114
H 1.60 -0.90 -3.27 0.151
H 0.16 -0.88 -2.14 0.118
H -1.17 1.84 -3.59 0.125
H 2.77 1.09 -5.11 0.136
H -0.25 -1.35 -8.10 0.135
H -2.54 -2.51 -7.60 0.109
H -3.88 -3.68 -4.37 0.137
H -3.81 -3.69 -6.20 0.134
C 5.84 2.42 0.00 -0.096
O 5.36 1.22 -0.58 -0.185
C 4.00 1.31 -0.98 -0.186
C 3.88 1.48 -2.50 -0.208
O 4.37 2.75 -2.92 -0.190
C 5.66 2.66 -3.51 -0.100
H 6.92 2.33 0.13 0.092
H 5.64 3.29 -0.64 0.083
H 5.38 2.57 0.98 0.089
H 3.49 2.13 -0.46 0.112
H 3.52 0.37 -0.70 0.123
H 2.82 1.44 -2.77 0.095
H 4.40 0.67 -3.02 0.125
H 5.59 2.18 -4.49 0.084
H 6.36 2.11 -2.87 0.088
H 6.05 3.68 -3.65 0.093
C -6.10 -5.63 1.20 -0.102
O -6.65 -6.24 0.05 -0.187
C -6.89 -5.31 -1.00 -0.196
C -5.83 -5.42 -2.09 -0.197
O -4.56 -4.97 -1.62 -0.225
C -3.68 -6.05 -1.32 -0.104
H -5.80 -6.41 1.89 0.093
H -5.22 -5.02 0.95 0.081
H -6.86 -5.00 1.69 0.092
H -6.95 -4.29 -0.62 0.127
H -7.86 -5.56 -1.44 0.128
H -6.11 -4.77 -2.92 0.113
H -5.76 -6.45 -2.47 0.129
H -3.35 -6.53 -2.24 0.086
H -4.16 -6.79 -0.67 0.091
H -2.80 -5.65 -0.81 0.088
C 1.49 3.95 0.84 -0.114
O 2.74 4.60 0.98 -0.206
C 2.79 5.84 0.28 -0.194
C 2.65 7.02 1.23 -0.196
O 1.34 7.08 1.79 -0.193
C 1.30 6.61 3.13 -0.109
H 1.46 3.10 1.53 0.086
H 0.66 4.61 1.09 0.086
H 1.37 3.57 -0.18 0.080
H 2.02 5.88 -0.50 0.126
H 3.77 5.89 -0.21 0.123
H 2.80 7.95 0.67 0.125
H 3.41 6.98 2.02 0.126
H 1.80 7.33 3.79 0.089
H 1.78 5.63 3.23 0.082
H 0.26 6.53 3.44 0.090
C -0.59 -0.16 4.92 -0.103
O -1.13 0.96 4.22 -0.193
C -1.59 0.61 2.92 -0.208
C -3.11 0.50 2.88 -0.201
O -3.57 -0.62 3.64 -0.198
C -4.11 -0.24 4.90 -0.109
H -0.41 0.14 5.96 0.094
H -1.27 -1.01 4.92 0.083
H 0.37 -0.45 4.48 0.079
H -1.12 -0.32 2.58 0.117
H -1.28 1.41 2.25 0.118
H -3.42 0.34 1.85 0.105
H -3.58 1.43 3.23 0.126
H -5.06 0.27 4.75 0.087
H -3.42 0.40 5.45 0.085
H -4.28 -1.15 5.48 0.090
C 5.23 -0.12 7.81 -0.109
O 5.74 -0.56 6.56 -0.192
C 4.92 -1.56 5.96 -0.199
C 4.07 -0.99 4.83 -0.198
O 3.07 -0.11 5.34 -0.208
C 3.41 1.26 5.13 -0.104
H 5.80 0.76 8.12 0.090
H 4.17 0.16 7.74 0.082
H 5.36 -0.91 8.56 0.089
H 4.30 -2.06 6.72 0.125
H 5.60 -2.31 5.55 0.124
H 3.55 -1.82 4.34 0.121
H 4.70 -0.50 4.09 0.124
H 3.33 1.50 4.07 0.082
H 4.41 1.48 5.49 0.085
H 2.69 1.87 5.68 0.091
```